1.
{
  "formula": "C7H6",
  "method": "ωB97M-V/def2-TZVPD",
  "e_lumo_ev": [0.0057, -1.0286],
  "gap_ev": [9.08, 7.60],
  "total_charge": 0,
  "relative_energy_kcal_mol": 204.4,
  "symbols": ["C", "C", "C", "C", "C", "C", "C", "H", "H", "H", "H", "H", "H"],
  "xyz": [[2.67398, -0.11968, 0.13269], [3.17777, 0.93308, -0.41972], [1.25280, 0.89902, -0.31134], [-2.92342, -0.33855, 0.44960], [1.68008, -1.15728, 0.43337], [-2.15128, -0.14511, -0.55246], [0.66181, -0.39477, -0.05257], [1.17156, 1.70829, 0.43926], [1.35391, 1.44314, -1.24470], [-2.60396, -0.72134, 1.36671], [-4.06441, -0.20381, 0.32869], [1.72710, -2.06847, 1.06675], [-1.95594, 0.16549, -1.63629]]
}

=====

2.
{
  "formula": "C7H6",
  "method": "ωB97M-V/def2-TZVPD",
  "e_lumo_ev": 0.7186,
  "smiles": "C#CC#C.C#CC",
  "gap_ev": 10.42,
  "total_charge": 0,
  "relative_energy_kcal_mol": 94.1,
  "symbols": ["C", "C", "C", "C", "C", "C", "C", "H", "H", "H", "H", "H", "H"],
  "xyz": [[-2.40930, 0.07136, 1.95622], [0.74911, -1.01897, -2.89662], [-1.09045, -0.23649, 1.42805], [1.47521, -0.22843, -2.32004], [-0.01497, -0.34000, 0.94119], [2.26894, 0.56537, -1.53493], [2.85664, 1.20870, -0.68528], [-3.19936, 0.08931, 1.14153], [0.12845, -1.68008, -3.31246], [0.84730, -0.45825, 0.49406], [3.60034, 1.63127, -0.16695], [-2.68922, -0.77088, 2.75337], [-2.52270, 1.16709, 2.20186]]
}

=====

3.
{
  "formula": "C7H6",
  "method": "ωB97M-V/def2-TZVPD",
  "e_lumo_ev": 0.6054,
  "smiles": "C#C/C=C\\C=C=C",
  "gap_ev": 9.16,
  "total_charge": 0,
  "relative_energy_kcal_mol": 52.2,
  "symbols": ["C", "C", "C", "C", "C", "C", "C", "H", "H", "H", "H", "H", "H"],
  "xyz": [[0.11128, 0.06695, 0.96000], [0.42710, -1.07124, 1.57702], [-0.97068, 2.24110, -1.59125], [-0.12949, 0.10457, -0.48562], [1.29388, -3.39756, 0.87605], [0.87688, -2.30726, 1.10603], [-0.47555, 1.20940, -1.03321], [-0.32764, 1.08316, 1.36672], [0.50021, -0.99673, 2.70171], [-0.24296, 3.00203, -1.97134], [-2.02554, 2.47957, -1.41898], [0.06531, -0.79430, -0.94440], [1.75751, -4.27027, 0.82200]]
}

=====

4.
{
  "formula": "C7H6",
  "method": "ωB97M-V/def2-TZVPD",
  "e_lumo_ev": [-1.4165, -0.6396],
  "gap_ev": [6.84, 8.14],
  "total_charge": 0,
  "relative_energy_kcal_mol": 170.2,
  "symbols": ["C", "C", "C", "C", "C", "C", "C", "H", "H", "H", "H", "H", "H"],
  "xyz": [[0.74422, 1.38785, -1.45659], [-0.12561, -0.89764, 1.58724], [-0.02797, 1.54750, -0.22934], [-0.62867, -1.64113, 0.31229], [0.20022, 0.19384, -0.49483], [0.79589, -0.90054, 0.47401], [-0.72088, -0.87677, -0.85542], [0.10436, 1.38362, -2.36858], [1.78559, 1.64248, -1.61253], [-0.65635, 0.04413, 1.76042], [0.07946, -1.46514, 2.42790], [-0.83637, 2.27398, -0.01852], [-0.71390, -2.69218, 0.47396]]
}

=====

5.
{
  "formula": "C7H6BeN2O4S",
  "method": "ωB97M-V/def2-TZVPD",
  "e_lumo_ev": -11.4557,
  "gap_ev": 5.20,
  "total_charge": 2,
  "relative_energy_kcal_mol": 0.0,
  "symbols": ["O", "C", "Be", "O", "C", "C", "O", "C", "O", "S", "C", "N", "C", "C", "N", "H", "H", "H", "H", "H", "H"],
  "xyz": [[-1.21968, -1.58865, 0.03064], [-0.49248, -0.90386, -0.69749], [-0.54550, 2.00944, 1.57484], [-0.48178, -1.53274, -3.23882], [-0.21003, -1.35600, -2.12069], [0.47739, 0.15567, -0.32854], [1.67876, -0.08100, -0.21653], [-0.00548, 1.58618, -0.14510], [-0.12828, 2.41516, -1.02461], [-2.00253, 0.87621, 2.27799], [-0.74880, 0.09004, 3.18259], [-1.00972, -0.71976, 4.21266], [0.17349, -1.07478, 4.97834], [1.29406, -0.38425, 4.21326], [0.59465, 0.30115, 3.14070], [-1.94306, -1.07101, 4.37641], [0.29810, -2.15790, 5.00561], [0.08354, -0.69742, 5.99942], [2.01816, -1.08934, 3.80176], [1.82516, 0.34239, 4.83115], [1.12346, 0.60879, 2.32113]]
}

=====

6.
{
  "formula": "C7H6Cl6F24N2O8P2S4V2",
  "method": "ωB97M-V/def2-TZVPD",
  "e_lumo_ev": [-2.4218, -2.2700],
  "spin_multiplicity": 7,
  "gap_ev": [8.48, 8.76],
  "total_charge": 0,
  "symbols": ["V", "V", "P", "F", "F", "F", "F", "F", "F", "P", "F", "F", "F", "F", "F", "F", "C", "F", "F", "F", "S", "O", "O", "N", "S", "O", "O", "C", "F", "F", "F", "C", "F", "F", "F", "S", "O", "O", "N", "S", "O", "O", "C", "F", "F", "F", "C", "Cl", "Cl", "H", "H", "C", "Cl", "Cl", "H", "H", "C", "Cl", "Cl", "H", "H"],
  "xyz": [[-1.52351, 2.84212, -1.54126], [1.42277, 1.84932, 2.50660], [-2.20516, 2.63469, 2.15725], [-1.83757, 2.70526, 0.57530], [-1.69728, 4.17684, 2.39328], [-3.63957, 3.28505, 1.87985], [-2.45920, 2.68539, 3.78441], [-2.76288, 1.16772, 2.01163], [-0.66532, 2.11998, 2.36380], [1.64519, 4.30401, 0.54757], [2.63308, 3.13184, 1.03440], [2.38816, 4.56524, -0.86147], [0.59356, 3.29020, -0.16773], [0.61257, 5.50039, 0.14211], [0.86142, 4.01867, 1.98894], [2.59780, 5.37114, 1.23650], [-0.25665, -1.91573, 1.93665], [-0.20178, -3.08657, 1.32004], [-1.18173, -1.18910, 1.34635], [-0.57950, -2.12881, 3.20070], [1.39529, -0.99955, 1.81980], [1.65083, -0.45123, 3.14153], [2.31632, -1.95882, 1.28155], [1.13050, 0.47367, 0.94571], [0.74953, 0.04998, -0.51844], [0.50898, -1.32412, -0.84585], [-0.35643, 0.90782, -0.97005], [2.24191, 0.55677, -1.52489], [2.08617, 0.12878, -2.77080], [2.39148, 1.87419, -1.46609], [3.34915, 0.03345, -1.03516], [-5.39719, 1.28618, -1.38013], [-5.07299, 1.69524, -0.16084], [-4.93977, 0.08064, -1.60309], [-6.71209, 1.28865, -1.51376], [-4.68649, 2.51752, -2.66857], [-5.47871, 2.52027, -3.87228], [-4.72600, 3.79851, -2.01402], [-2.96604, 2.06177, -2.71366], [-2.95464, 1.34308, -4.14833], [-3.97293, 0.31441, -4.30841], [-2.91713, 2.33461, -5.19804], [-1.24030, 0.41789, -4.31379], [-1.07724, 0.03586, -5.55749], [-0.26804, 1.31188, -4.06386], [-1.18053, -0.53389, -3.39724], [2.63552, -6.10777, 1.15831], [4.08242, -5.05048, 1.33956], [1.28390, -5.56662, 2.10802], [2.42884, -6.21289, 0.09591], [2.92507, -7.12198, 1.42560], [2.75190, -3.66241, -1.97394], [3.81146, -2.68438, -2.91808], [2.65863, -5.33489, -2.46926], [2.92522, -3.53756, -0.90765], [1.75309, -3.27745, -2.17445], [2.90425, -3.27779, 5.01166], [3.92859, -4.72725, 4.90265], [3.75086, -1.94342, 5.80627], [2.53156, -3.07942, 4.00934], [2.01066, -3.50689, 5.58737]]
}

=====

7.
{
  "formula": "C7H6ClN3S",
  "method": "ωB97M-V/def2-TZVPD",
  "e_lumo_ev": 0.4207,
  "smiles": "Cl[C@@]1(c2cccnc2)C=NSN1",
  "gap_ev": 8.98,
  "total_charge": 0,
  "relative_energy_kcal_mol": 30.8,
  "symbols": ["C", "C", "C", "C", "C", "C", "C", "N", "N", "N", "S", "Cl", "H", "H", "H", "H", "H", "H"],
  "xyz": [[-2.24542, -0.73386, 1.02338], [-0.79241, -0.57498, 0.96942], [-2.97388, 0.07122, 0.11562], [-1.07957, 0.97542, -0.78939], [-0.20436, 0.29423, 0.05615], [1.93464, -0.25134, -1.56873], [1.25169, 0.45631, -0.02341], [-2.36157, 0.85068, -0.73168], [2.95609, -0.96335, -1.31158], [1.99069, -0.24200, 0.95976], [3.39988, -1.11344, 0.28515], [1.84314, 2.14512, -0.22208], [-2.73281, -1.48353, 1.68477], [-0.07504, -1.13084, 1.61459], [-4.02607, 0.06115, -0.01567], [-0.69516, 1.64443, -1.44062], [1.50131, -0.24837, -2.51614], [2.30882, 0.24314, 1.91045]]
}

=====

8.
{
  "formula": "C7H6ClNO2Pb",
  "method": "ωB97M-V/def2-TZVPD",
  "e_lumo_ev": -11.5509,
  "gap_ev": 5.16,
  "total_charge": 2,
  "symbols": ["N", "C", "C", "C", "C", "O", "C", "C", "Cl", "C", "O", "H", "H", "H", "H", "H", "H", "Pb"],
  "xyz": [[2.24095, 0.63029, 0.15698], [1.60198, -0.15480, -0.96375], [0.23593, -0.45909, -0.49428], [-0.25010, -1.64119, -0.15191], [-1.68378, -1.66458, 0.30822], [-2.40102, -2.62938, 0.15345], [-2.18640, -0.41504, 0.95846], [-1.65935, 0.74762, 0.60689], [-2.12403, 2.26018, 1.25297], [-0.58693, 0.75966, -0.40046], [-0.31709, 1.73569, -1.08181], [2.25454, 0.02862, 0.98246], [1.49533, 1.28994, 0.40642], [1.57354, 0.48385, -1.83594], [2.17296, -1.05404, -1.13388], [0.31447, -2.55283, -0.21719], [-2.96217, -0.47021, 1.69877], [2.28116, 3.10528, -0.24542]]
}

=====

Computed energy, in the same sequence as the records: -269.910385 -270.086081 -270.152963 -269.964927 -1092.974811 -10303.460100 -1292.902680 -1127.846999 a.u..
Computed maximum force, in the same sequence as the records: 3.6 5.1 3.7 3.2 8.2 6.5 5.2 1.9 eV/Å.